Record 1
This record from the Open Molecules 2025 dataset describes a structure of composition C22H24BrN7O2RuS2. The level of theory is wB97M-V/def2-TZVPD.

Atoms and positions in Å:
Ru (-0.174, 1.505, -0.684)
C (2.039, 3.965, 4.182)
C (1.808, 4.912, 3.014)
N (2.035, 4.264, 1.726)
C (1.097, 3.576, 1.075)
S (1.591, 2.855, -0.483)
N (-0.118, 3.506, 1.539)
N (-0.935, 2.767, 0.735)
C (-2.213, 2.853, 0.886)
C (-2.856, 3.728, 1.904)
C (-2.989, 2.019, -0.040)
C (-4.368, 1.939, -0.048)
C (-4.993, 1.144, -1.002)
C (-4.234, 0.458, -1.929)
C (-2.855, 0.578, -1.869)
N (-2.259, 1.336, -0.952)
H (1.850, 4.477, 5.125)
H (3.066, 3.600, 4.196)
H (1.365, 3.109, 4.116)
H (2.467, 5.777, 3.067)
H (0.783, 5.278, 3.016)
H (2.977, 4.194, 1.380)
H (-2.155, 3.935, 2.707)
H (-3.751, 3.262, 2.312)
H (-3.145, 4.682, 1.454)
H (-4.954, 2.489, 0.673)
H (-6.072, 1.070, -1.016)
H (-4.687, -0.173, -2.679)
H (-2.198, 0.055, -2.547)
Br (-0.910, 0.402, 2.785)
C (0.488, -0.296, 1.754)
C (1.317, -1.226, 2.365)
C (2.280, -1.869, 1.617)
C (2.341, -1.619, 0.255)
C (1.484, -0.696, -0.289)
N (0.614, 0.024, 0.464)
C (1.357, -0.551, -1.796)
O (2.027, -1.261, -2.513)
O (0.471, 0.311, -2.180)
H (1.174, -1.440, 3.413)
H (2.936, -2.592, 2.081)
H (3.008, -2.140, -0.417)
C (0.778, -3.592, -4.664)
C (0.654, -3.831, -3.200)
C (1.475, -4.631, -2.465)
C (1.288, -4.654, -1.068)
N (0.363, -3.946, -0.449)
C (-0.483, -3.182, -1.172)
S (-1.713, -2.261, -0.497)
N (-0.315, -3.163, -2.537)
C (2.190, -5.494, -0.219)
H (1.193, -4.466, -5.161)
H (1.451, -2.748, -4.824)
H (-0.187, -3.358, -5.114)
H (2.266, -5.195, -2.936)
H (-0.949, -2.566, -3.047)
H (2.206, -6.524, -0.578)
H (1.856, -5.476, 0.814)
H (3.215, -5.121, -0.282)

**Kohn-Sham gap (spin up / spin down)**: 6.1 / 5.9 eV
**Multiplicity**: 2
**Energy above the lowest of the compared OMol25 structures with the same formula, charge and spin**: 52.85 kcal/mol
**Total charge**: +1
**Highest occupied orbital energy (spin up / spin down)**: -10.3 / -10.3 eV

The molecule's Löwdin atomic charges, reported in e, are given here: atom 1 (Ru): 1.1151, atom 2 (C): -0.0765, atom 3 (C): -0.2260, atom 4 (N): -0.0078, atom 5 (C): -0.7270, atom 6 (S): 0.7086, atom 7 (N): 0.0222, atom 8 (N): -0.1891, atom 9 (C): -0.2976, atom 10 (C): -0.0053, atom 11 (C): -0.2071, atom 12 (C): 0.0195, atom 13 (C): -0.0139, atom 14 (C): -0.0225, atom 15 (C): -0.1344, atom 16 (N): -0.0186, atom 17 (H): 0.0789, atom 18 (H): 0.0761, atom 19 (H): 0.0623, atom 20 (H): 0.1204, atom 21 (H): 0.1094, atom 22 (H): 0.1260, atom 23 (H): 0.0766, atom 24 (H): 0.0836, atom 25 (H): 0.1079, atom 26 (H): 0.1183, atom 27 (H): 0.1239, atom 28 (H): 0.1214, atom 29 (H): 0.0943, atom 30 (Br): 0.8856, atom 31 (C): -0.6989, atom 32 (C): -0.0812, atom 33 (C): -0.0037, atom 34 (C): 0.0118, atom 35 (C): -0.1999, atom 36 (N): -0.0656, atom 37 (C): -0.6034, atom 38 (O): 0.0923, atom 39 (O): -0.1854, atom 40 (H): 0.1100, atom 41 (H): 0.1264, atom 42 (H): 0.1319, atom 43 (C): 0.0062, atom 44 (C): -0.2726, atom 45 (C): 0.0250, atom 46 (C): -0.3093, atom 47 (N): 0.1102, atom 48 (C): -0.8361, atom 49 (S): 0.6256, atom 50 (N): 0.1038, atom 51 (C): -0.0195, atom 52 (H): 0.0933, atom 53 (H): 0.0977, atom 54 (H): 0.0910, atom 55 (H): 0.1295, atom 56 (H): 0.1359, atom 57 (H): 0.0906, atom 58 (H): 0.0820, atom 59 (H): 0.0884


Record 2
This record from the Open Molecules 2025 dataset describes a structure of composition C22H24ClI2OP2V in a non-equilibrium geometry. The level of theory is wB97M-V/def2-TZVPD.

Atoms and positions in Å:
I (-1.128, -0.407, -4.173)
I (-3.340, 2.026, -1.164)
V (-0.939, 1.391, -1.002)
P (-0.270, 3.619, -1.889)
C (-0.485, 3.752, -3.693)
C (-1.227, 5.018, -1.205)
H (1.674, 4.072, -0.538)
H (1.626, 5.154, -1.970)
H (2.116, 3.439, -2.152)
C (1.453, 4.127, -1.612)
H (-0.943, 5.197, -0.164)
H (-1.037, 5.940, -1.760)
H (-0.143, 4.727, -4.049)
H (-1.544, 3.624, -3.953)
H (-2.298, 4.809, -1.256)
H (0.143, 2.989, -4.170)
C (0.511, 0.868, -2.039)
O (1.478, 0.572, -2.640)
Cl (-0.382, 2.468, 0.957)
C (1.523, -4.598, -1.607)
C (0.431, -3.911, -2.165)
C (-0.065, -2.767, -1.547)
C (0.529, -2.227, -0.408)
C (1.639, -2.902, 0.120)
C (2.127, -4.074, -0.466)
P (-0.201, -0.677, 0.275)
C (-1.586, -1.392, 1.266)
C (-2.764, -0.653, 1.392)
C (-3.940, -1.187, 1.903)
C (-3.918, -2.507, 2.379)
C (-2.727, -3.236, 2.321)
C (-1.553, -2.690, 1.782)
C (1.094, -0.407, 1.556)
C (0.835, -0.524, 2.928)
C (1.861, -0.291, 3.858)
C (3.125, 0.105, 3.444)
C (3.349, 0.318, 2.081)
C (2.341, 0.067, 1.136)
H (1.917, -5.489, -2.081)
H (-0.047, -4.296, -3.046)
H (-0.920, -2.245, -1.995)
H (2.133, -2.543, 1.023)
H (2.978, -4.588, -0.009)
H (-2.733, 0.375, 1.034)
H (-4.841, -0.567, 1.915)
H (-4.822, -2.974, 2.782)
H (-2.636, -4.240, 2.718)
H (-0.660, -3.297, 1.718)
H (-0.151, -0.785, 3.275)
H (1.663, -0.423, 4.914)
H (3.920, 0.322, 4.171)
H (4.309, 0.675, 1.730)
H (2.526, 0.245, 0.076)

**Kohn-Sham gap (spin up / spin down)**: 4.7 / 4.7 eV
**Multiplicity**: 3
**Energy above the lowest of the compared OMol25 structures with the same formula, charge and spin**: 1.82 kcal/mol
**Total charge**: +2
**Highest occupied orbital energy (spin up / spin down)**: -14.5 / -14.5 eV

The molecule's Löwdin atomic charges, reported in e, are given here: atom 1 (I): 0.6777, atom 2 (I): 0.6799, atom 3 (V): -0.2765, atom 4 (P): 0.7194, atom 5 (C): -0.2224, atom 6 (C): -0.2498, atom 7 (H): 0.0505, atom 8 (H): 0.0837, atom 9 (H): 0.0581, atom 10 (C): -0.2176, atom 11 (H): 0.0531, atom 12 (H): 0.0756, atom 13 (H): 0.0742, atom 14 (H): 0.0597, atom 15 (H): 0.0057, atom 16 (H): 0.0455, atom 17 (C): -0.4520, atom 18 (O): 0.0887, atom 19 (Cl): 0.2458, atom 20 (C): -0.0311, atom 21 (C): -0.0495, atom 22 (C): -0.1460, atom 23 (C): -0.3547, atom 24 (C): -0.0637, atom 25 (C): -0.0381, atom 26 (P): 1.0772, atom 27 (C): -0.3509, atom 28 (C): -0.1438, atom 29 (C): -0.0472, atom 30 (C): -0.0335, atom 31 (C): -0.0373, atom 32 (C): -0.0614, atom 33 (C): -0.4183, atom 34 (C): -0.0590, atom 35 (C): -0.0426, atom 36 (C): -0.0452, atom 37 (C): -0.0493, atom 38 (C): -0.1211, atom 39 (H): 0.1196, atom 40 (H): 0.1088, atom 41 (H): 0.0227, atom 42 (H): 0.1114, atom 43 (H): 0.1253, atom 44 (H): -0.0145, atom 45 (H): 0.1208, atom 46 (H): 0.1248, atom 47 (H): 0.1190, atom 48 (H): 0.1148, atom 49 (H): 0.1047, atom 50 (H): 0.1181, atom 51 (H): 0.1275, atom 52 (H): 0.1129, atom 53 (H): 0.1006


Record 3
This record from the Open Molecules 2025 dataset describes the molecule C22H24ClN3O5S in a non-equilibrium geometry. The level of theory is wB97M-V/def2-TZVPD.

Atoms and positions in Å:
C (-2.092, -1.561, 2.488)
O (-2.178, -1.149, 1.143)
C (-2.913, -0.043, 0.847)
C (-3.440, 0.840, 1.776)
C (-4.123, 1.977, 1.370)
C (-4.285, 2.225, 0.021)
Cl (-5.116, 3.644, -0.504)
C (-3.794, 1.340, -0.927)
C (-3.108, 0.205, -0.523)
N (-2.580, -0.691, -1.448)
S (-2.805, -2.368, -1.282)
O (-3.928, -2.661, -0.446)
O (-2.834, -2.834, -2.640)
C (-1.288, -2.975, -0.554)
C (-1.304, -4.214, 0.053)
C (-0.130, -4.712, 0.601)
C (1.031, -3.961, 0.539)
C (1.041, -2.718, -0.089)
C (2.301, -1.907, -0.052)
O (3.090, -1.990, 0.869)
N (2.487, -1.097, -1.118)
C (3.490, -0.058, -1.109)
C (3.114, 1.069, -0.121)
C (1.672, 1.465, -0.272)
C (0.787, 1.952, 0.645)
C (-0.414, 2.220, -0.057)
C (-0.173, 1.874, -1.348)
O (1.085, 1.416, -1.490)
N (4.049, 2.182, -0.261)
C (3.754, 3.069, -1.369)
C (4.227, 2.931, 0.965)
C (-0.135, -2.225, -0.645)
H (-1.556, -0.825, 3.095)
H (-3.084, -1.741, 2.911)
H (-1.528, -2.492, 2.472)
H (-3.316, 0.661, 2.832)
H (-4.521, 2.661, 2.102)
H (-3.943, 1.533, -1.978)
H (-2.757, -0.442, -2.411)
H (-2.232, -4.760, 0.103)
H (-0.125, -5.677, 1.083)
H (1.948, -4.317, 0.984)
H (1.755, -1.019, -1.804)
H (4.442, -0.485, -0.789)
H (3.593, 0.331, -2.121)
H (3.239, 0.665, 0.889)
H (0.966, 2.098, 1.691)
H (-1.324, 2.614, 0.345)
H (-0.786, 1.905, -2.226)
H (4.625, 3.700, -1.545)
H (3.561, 2.492, -2.269)
H (2.888, 3.720, -1.177)
H (4.528, 2.253, 1.761)
H (3.317, 3.467, 1.277)
H (5.021, 3.660, 0.812)
H (-0.197, -1.248, -1.098)

**Kohn-Sham gap**: 9.0 eV
**Energy above the lowest of the compared OMol25 structures with the same formula, charge and spin**: 41.17 kcal/mol
**Total charge**: 0
**Highest occupied orbital energy**: -8.5 eV
**SMILES string**: COc1ccc(Cl)cc1NS(=O)(=O)c1cccc(C(=O)NC[C@H](c2ccco2)N(C)C)c1

The molecule's Löwdin atomic charges, reported in e, are given here: atom 1 (C): -0.0426, atom 2 (O): -0.1315, atom 3 (C): -0.2281, atom 4 (C): -0.0040, atom 5 (C): -0.1076, atom 6 (C): -0.6887, atom 7 (Cl): 0.6778, atom 8 (C): -0.0507, atom 9 (C): -0.2420, atom 10 (N): -0.0311, atom 11 (S): 0.6956, atom 12 (O): -0.2551, atom 13 (O): -0.2836, atom 14 (C): -0.2749, atom 15 (C): -0.0504, atom 16 (C): -0.0492, atom 17 (C): -0.0015, atom 18 (C): -0.1028, atom 19 (C): -0.4492, atom 20 (O): 0.0810, atom 21 (N): 0.0795, atom 22 (C): -0.1029, atom 23 (C): -0.2469, atom 24 (C): -0.2459, atom 25 (C): -0.0003, atom 26 (C): -0.0466, atom 27 (C): -0.1166, atom 28 (O): 0.0260, atom 29 (N): -0.2230, atom 30 (C): -0.0873, atom 31 (C): -0.0938, atom 32 (C): -0.0027, atom 33 (H): 0.1011, atom 34 (H): 0.1076, atom 35 (H): 0.0944, atom 36 (H): 0.1103, atom 37 (H): 0.1070, atom 38 (H): 0.1171, atom 39 (H): 0.1194, atom 40 (H): 0.1218, atom 41 (H): 0.1104, atom 42 (H): 0.1216, atom 43 (H): 0.1284, atom 44 (H): 0.1328, atom 45 (H): 0.1213, atom 46 (H): 0.1475, atom 47 (H): 0.1134, atom 48 (H): 0.0983, atom 49 (H): 0.1202, atom 50 (H): 0.0877, atom 51 (H): 0.0804, atom 52 (H): 0.0941, atom 53 (H): 0.0875, atom 54 (H): 0.0841, atom 55 (H): 0.0848, atom 56 (H): 0.1080